1.
Molecular formula: CH4NO
Method: DFT, ωB97M-V/def2-TZVPD

```
! wB97M-V def2-TZVPD RIJCOSX def2/J DEFGRID3
* xyz -1 1
N 1.1152 0.6109 -1.5176
C 0.4282 0.0377 -0.6108
O -1.2392 -0.6453 1.5277
H -0.1411 -0.8783 -0.7570
H 1.5239 1.4280 -1.0830
H -2.0276 -0.9105 2.0119
H 0.3406 0.3576 0.4288
*
```

Properties
**ΔE to the lowest compared entry with this formula, charge and spin**: 18.54 kcal/mol
**Orbital gap**: 7.3 eV

2.
Molecular formula: C6H8N6OS
Method: DFT, ωB97M-V/def2-TZVPD

```
! wB97M-V def2-TZVPD RIJCOSX def2/J DEFGRID3
* xyz 0 1
N 1.0752 -2.7905 -0.2361
C 1.0149 -1.4635 -0.0356
O 0.4108 -0.9308 1.1247
C -0.4093 -0.3907 -0.1503
C -1.8274 -0.0733 -0.0087
N -2.4456 0.8549 -0.6531
N -3.6648 0.9143 -0.1550
N -3.8770 0.0118 0.7422
N -2.6590 -0.5897 0.9027
N 0.4588 0.4013 -0.8639
C 0.5394 1.7998 -0.4323
C 1.6268 1.7524 0.7238
S 2.8716 0.4697 0.3229
C 1.6962 -0.3669 -0.8303
H 0.5121 -3.3379 0.4208
H 1.1715 -3.0066 -1.2289
H -2.3639 -1.4751 1.3128
H -0.4595 2.1871 -0.1672
H 0.7948 2.3422 -1.3702
H 2.1031 2.6795 0.6443
H 1.2137 1.6438 1.7363
H 2.2176 -0.6319 -1.7989
*
```

Properties
**ΔE to the lowest compared entry with this formula, charge and spin**: 64.51 kcal/mol
**SMILES**: N[C@]12O[C@@]1(c1nnn[nH]1)N1CCS[C@H]12
**Orbital gap**: 8.0 eV

3.
Molecular formula: C4H6Cl2N3O
Method: DFT, ωB97M-V/def2-TZVPD

```
! wB97M-V def2-TZVPD RIJCOSX def2/J DEFGRID3
* xyz 1 1
C 0.6898 0.2119 2.1130
C 1.4907 -0.2031 -0.0901
C -0.4216 0.9572 0.2213
C -2.3917 -0.9285 -1.9568
N -0.4027 0.9039 1.4641
N 1.3730 -0.6635 1.1312
N 0.6829 0.6730 -0.6131
O -1.3990 -0.4775 -1.3557
Cl 2.7246 -0.7856 -1.1641
Cl -1.4710 2.1957 -0.2965
H 1.2875 1.0490 2.4791
H -2.4934 -0.3373 -2.9142
H -2.9416 -1.8762 -1.7475
H 0.4192 -0.4187 2.8375
H 2.0141 -1.3473 1.4706
H 0.8394 1.0473 -1.5788
*
```

Properties
**ΔE to the lowest compared entry with this formula, charge and spin**: 33.59 kcal/mol
**Orbital gap**: 9.5 eV

4.
Molecular formula: C3H2O2
Method: DFT, ωB97M-V/def2-TZVPD

```
! wB97M-V def2-TZVPD RIJCOSX def2/J DEFGRID3
* xyz 0 1
C -1.7144 -0.2139 0.7816
C -1.3032 -2.8378 1.7264
C -0.2738 -0.4085 0.6240
O -2.3835 -3.0347 1.9795
O -1.2363 -0.4068 -0.3942
H 0.4045 0.4289 0.6058
H 0.1395 -1.4478 0.7859
*
```

Properties
**ΔE to the lowest compared entry with this formula, charge and spin**: 67.58 kcal/mol
**Orbital gap**: 10.4 eV

5.
Molecular formula: C5H8O3
Method: DFT, ωB97M-V/def2-TZVPD

```
! wB97M-V def2-TZVPD RIJCOSX def2/J DEFGRID3
* xyz 0 1
C -2.1207 0.9525 0.6069
C -1.1936 -0.1250 -0.0187
O -1.8021 -1.1304 -0.4997
C 0.1594 0.2755 -0.7661
O 1.2883 1.0655 -0.6519
C 2.2472 0.1146 0.0431
O 1.5769 -1.0081 0.6739
C 0.1242 -0.3011 0.6199
H -2.6536 0.7432 1.5906
H -2.7848 1.1047 -0.2187
H -1.5338 2.0803 0.5567
H -2.7238 -0.9854 -0.9722
H 0.0897 -0.5096 -1.5283
H 2.8470 0.6499 0.7069
H 2.7529 -0.4590 -0.7542
H 0.2028 0.4607 1.5298
*
```

Properties
**ΔE to the lowest compared entry with this formula, charge and spin**: 172.18 kcal/mol
**SMILES**: CC1(O)[C@H]2OCO[C@@H]21
**Orbital gap**: 9.2 eV

6.
Molecular formula: C60H140N4O12
Method: DFT, ωB97M-V/def2-TZVPD

```
! wB97M-V def2-TZVPD RIJCOSX def2/J DEFGRID3
* xyz 0 1
C 1.2000 -1.7813 8.7648
C 0.6449 -1.0509 7.5754
C 1.8010 -0.2188 6.9499
C 0.1575 -2.0162 6.4661
C -0.7566 -1.4517 5.3798
C -1.8557 -0.7620 6.0601
C -1.4049 0.3938 7.0066
C -0.9191 1.5793 6.0749
C -2.6255 0.9171 7.8348
N -0.4774 -0.1929 7.9797
O 0.0135 0.7946 8.8337
H 1.9887 -2.4365 8.4552
H 1.6393 -1.0969 9.4443
H 0.3818 -2.2908 9.1535
H 1.5314 0.1429 5.9802
H 2.1020 0.5764 7.6208
H 2.6677 -0.9075 6.8219
H 1.1745 -2.3860 6.1212
H -0.3677 -2.7933 7.0479
H -0.1654 -0.7597 4.7182
H -1.0914 -2.2237 4.7215
H -2.4225 -1.4964 6.6397
H -2.5759 -0.3437 5.2977
H -1.7179 1.8016 5.3839
H 0.0461 1.4858 5.6439
H -0.8353 2.5274 6.7081
H -2.7836 0.2305 8.6167
H -3.5592 1.0908 7.2752
H -2.3228 1.9377 8.1790
H -0.2192 0.5234 9.7505
C 0.5962 5.3245 -6.3570
C 1.2751 5.3002 -4.9382
C 0.5630 6.4447 -4.1315
C 1.1007 3.9310 -4.2639
C 1.9287 3.8002 -3.0506
C 3.4234 3.9456 -3.3477
C 3.6029 5.3276 -4.0945
C 3.6083 6.4433 -3.0792
C 5.0117 5.3008 -4.6889
N 2.6839 5.4886 -5.2091
O 2.9312 6.7027 -5.8351
H 1.1876 4.8927 -7.1605
H -0.3065 4.7739 -6.2250
H 0.3841 6.3255 -6.6861
H 0.9305 6.8184 -3.1839
H 0.5222 7.2932 -4.8333
H -0.4388 6.1760 -4.0099
H 0.0790 3.8272 -3.8380
H 1.3409 3.1372 -5.0391
H 1.6364 4.6885 -2.4065
H 1.7224 2.8796 -2.4717
H 3.7732 3.1652 -3.9714
H 3.9766 4.0063 -2.4181
H 3.6381 7.4338 -3.5818
H 4.4955 6.4339 -2.4474
H 2.6996 6.4081 -2.4226
H 5.3970 6.2482 -5.0763
H 4.9847 4.6241 -5.5059
H 5.7591 4.8837 -4.0308
H 2.6093 7.3088 -5.1815
C -3.1798 -2.5152 -1.5836
C -2.9630 -3.7318 -2.5485
C -4.0296 -3.7574 -3.6397
C -1.5457 -3.6640 -3.1949
C -0.9769 -4.9024 -3.8161
C -1.0022 -6.0183 -2.7916
C -2.3648 -6.2043 -2.0987
C -3.3641 -6.8983 -3.0538
C -2.2322 -7.1294 -0.8587
N -2.8996 -4.9075 -1.5848
O -4.1708 -5.0878 -1.1025
H -4.0297 -2.7013 -0.8938
H -2.3727 -2.5858 -0.8769
H -3.1658 -1.5759 -2.1513
H -4.2496 -2.7347 -4.0903
H -3.7705 -4.3900 -4.4325
H -4.9861 -4.1825 -3.2458
H -1.5554 -2.7469 -3.8597
H -0.7997 -3.3444 -2.4154
H -1.5288 -5.2520 -4.6817
H 0.1291 -4.6826 -4.2132
H -0.3179 -5.8132 -1.9068
H -0.6343 -6.9121 -3.2953
H -3.3446 -6.3660 -3.9987
H -4.3347 -6.8564 -2.7170
H -3.1299 -7.9228 -3.2095
H -1.5451 -6.7513 -0.0874
H -1.8376 -8.0470 -1.2591
H -3.2005 -7.3151 -0.4272
H -4.2167 -4.7294 -0.1906
C 3.7400 -2.0261 -1.2156
C 3.8186 -1.1414 -2.4361
C 2.9634 0.0877 -2.1580
C 5.2514 -0.6761 -2.5589
C 5.6164 0.0630 -3.8032
C 5.1844 -0.7446 -5.0556
C 3.7300 -1.2460 -4.9833
C 2.8166 -0.1166 -5.4916
C 3.6226 -2.3839 -6.0635
N 3.4953 -1.8881 -3.6856
O 2.2331 -2.5004 -3.6019
H 4.1203 -1.3849 -0.3639
H 2.7320 -2.3877 -1.0418
H 4.3851 -2.8703 -1.4692
H 2.9793 0.8325 -2.9637
H 1.9091 -0.1154 -1.8301
H 3.4303 0.5919 -1.3009
H 5.4906 -0.1045 -1.6660
H 5.9474 -1.5458 -2.4140
H 5.1168 1.0770 -3.8237
H 6.6342 0.2936 -3.9285
H 5.7619 -1.6481 -5.0938
H 5.3223 -0.1353 -5.9843
H 1.7729 -0.2742 -5.2343
H 2.9869 -0.0785 -6.6021
H 3.1768 0.8763 -5.0442
H 2.5801 -2.6823 -6.2034
H 4.1983 -3.2567 -5.7843
H 4.0277 -2.0906 -7.0792
H 1.7040 -1.7174 -3.3733
C -2.1342 -4.2434 2.9741
C -3.3830 -4.8591 2.3235
C -4.3046 -5.6507 3.1892
O -4.1282 -3.8589 1.6111
H -1.7446 -3.5753 2.2073
H -1.3895 -4.9858 3.2880
H -2.3969 -3.5325 3.7299
H -2.9084 -5.4172 1.5299
H -5.1250 -6.0200 2.5857
H -4.7561 -5.0948 4.0060
H -3.7813 -6.4838 3.6741
H -4.6700 -3.3925 2.2861
C 0.9819 -3.8586 0.4403
C 1.7029 -3.8468 1.7502
C 2.5763 -4.9943 2.0868
O 2.5681 -2.6612 1.9301
H 0.1770 -4.4950 0.4628
H 1.6058 -4.1956 -0.3770
H 0.5504 -2.9278 0.2583
H 1.0436 -3.7120 2.6183
H 2.9940 -4.9004 3.1035
H 3.3838 -5.0555 1.3238
H 2.0536 -5.9742 2.0459
H 3.0614 -2.5801 1.1436
C 2.3423 5.2708 1.5419
C 1.0160 4.4742 1.5084
C -0.0723 5.3955 2.0306
O 0.8217 4.1293 0.2010
H 2.6455 5.6247 2.5280
H 2.0982 6.0768 0.8403
H 3.1619 4.7497 1.0871
H 1.2750 3.6300 2.1893
H -0.0753 6.2777 1.4286
H 0.1140 5.5956 3.1081
H -1.0508 4.9706 1.8665
H 0.7343 3.1476 0.0375
C -5.3855 0.2474 3.9040
C -4.6447 -0.9188 3.1892
C -3.3333 -0.2932 2.6152
O -4.3154 -2.0387 3.9620
H -5.5951 1.1110 3.2326
H -4.7386 0.6323 4.7527
H -6.3327 -0.0833 4.3939
H -5.2798 -1.2749 2.3903
H -2.7774 0.3561 3.2655
H -3.6289 0.3139 1.7151
H -2.7697 -1.1626 2.2459
H -5.0871 -2.2338 4.4881
C -3.0190 4.1219 -0.5710
C -2.1624 4.8420 -1.6142
C -3.0383 5.6857 -2.5166
O -1.2099 5.7377 -1.0378
H -2.4155 3.5784 0.2051
H -3.6585 3.4139 -1.0901
H -3.7224 4.7732 -0.0501
H -1.6338 4.1079 -2.2092
H -3.5983 6.3320 -1.8037
H -3.7313 5.2029 -3.2207
H -2.3875 6.4005 -3.0154
H -0.4463 5.2430 -0.7183
C -6.3818 -0.1463 -1.3346
C -5.0340 0.4700 -1.0483
C -4.2351 0.9084 -2.2771
O -5.0360 1.5548 -0.0898
H -6.3985 -1.0834 -1.8711
H -6.9678 0.5843 -1.8308
H -6.9294 -0.3051 -0.3558
H -4.5335 -0.2773 -0.4454
H -4.4110 0.3703 -3.1972
H -3.1908 0.8378 -1.9512
H -4.5133 1.8910 -2.4812
H -5.4386 2.3060 -0.6127
C -0.1678 0.1086 1.9263
C 0.3313 0.1869 0.4977
C -0.7536 0.3467 -0.5814
O 1.2919 1.2685 0.3230
H -1.0177 0.7516 2.0155
H 0.6911 0.2023 2.6244
H -0.5183 -0.9638 1.9161
H 0.8875 -0.7987 0.3538
H -1.3855 -0.5338 -0.7506
H -0.1740 0.5503 -1.5227
H -1.4115 1.1649 -0.3281
H 2.0091 0.9831 0.8832
C 5.4703 0.4347 1.2859
C 4.3471 0.8122 2.1955
C 3.9131 2.2781 2.1254
O 3.2337 0.0235 1.9689
H 5.1851 0.5783 0.2422
H 5.7064 -0.5991 1.4149
H 6.3854 0.9497 1.4927
H 4.7483 0.7217 3.1776
H 3.0906 2.4051 2.7982
H 3.6446 2.6958 1.1613
H 4.8776 2.8174 2.3166
H 3.1157 -0.8234 2.3472
*
```

Properties
**ΔE to the lowest compared entry with this formula, charge and spin**: 71.79 kcal/mol
**SMILES**: CC1(C)CCCC(C)(C)N1O.CC1(C)CCCC(C)(C)N1O.CC1(C)CCCC(C)(C)N1O.CC1(C)CCCC(C)(C)N1O.CC(C)O.CC(C)O.CC(C)O.CC(C)O.CC(C)O.CC(C)O.CC(C)O.CC(C)O
**Orbital gap**: 8.8 eV

7.
Molecular formula: C2H4OS2
Method: DFT, ωB97M-V/def2-TZVPD

```
! wB97M-V def2-TZVPD RIJCOSX def2/J DEFGRID3
* xyz 0 1
C 3.0943 -0.4948 -2.1756
C -0.8484 0.7206 0.2502
O 4.1419 -0.3582 -2.7327
S 2.1658 0.7290 -1.3056
S -0.1921 -0.5848 -0.8886
H 2.4043 -1.3879 -2.0242
H -0.2828 0.6287 1.1960
H -1.9273 0.3932 0.2929
H -0.6403 1.7232 -0.3044
*
```

Properties
**ΔE to the lowest compared entry with this formula, charge and spin**: 50.03 kcal/mol
**Orbital gap**: 7.1 eV

8.
Molecular formula: C25H45N14O8
Method: DFT, ωB97M-V/def2-TZVPD

```
! wB97M-V def2-TZVPD RIJCOSX def2/J DEFGRID3
* xyz 1 1
N 3.4013 1.2998 2.6572
C 3.1649 2.2972 1.7909
N 2.0231 2.3168 1.1278
C 1.7600 3.1539 -0.0262
C 3.0576 3.7923 -0.5098
C 3.7861 4.3741 0.6970
N 4.0401 3.2948 1.6318
H 4.9254 3.2581 2.1093
H 3.8872 -1.6290 1.3005
H 3.1750 5.1484 1.1736
H 4.7391 4.8136 0.4030
H 3.6853 3.0318 -0.9754
H 2.8381 4.5720 -1.2357
H 1.0463 3.9393 0.2531
C 1.0546 2.3003 -1.1108
N -0.2558 1.9269 -0.6230
C -1.2082 2.8804 -0.5335
O -1.0306 4.0141 -0.9439
C -2.5113 2.4331 0.0301
C -3.5978 2.9805 -0.5423
N -4.9591 2.7616 -0.3471
C -5.6455 1.7553 0.2795
O -5.1378 0.7891 0.8367
N -6.9901 1.9035 0.2395
H -7.5538 1.1935 0.6733
H -7.4540 2.6776 -0.1992
H -5.5372 3.4319 -0.8329
H -3.4028 3.7383 -1.2869
N -2.5884 1.4640 1.0241
C -1.6964 1.0011 1.9136
O -0.5778 1.4314 2.1466
C -2.3444 -0.1788 2.6798
N -2.7068 -1.1813 1.6893
C -1.9776 -1.3614 0.5832
O -0.9398 -0.7519 0.3720
C -2.5496 -2.3280 -0.4561
N -1.7623 -2.1865 -1.6617
C -1.6517 -0.9728 -2.2485
O -2.3964 -0.0428 -1.9968
C -0.6233 -0.8871 -3.3855
N -1.3032 -0.8815 -4.6733
H -1.8275 -1.7393 -4.8066
H -1.9624 -0.1099 -4.7061
C 0.1970 0.4114 -3.2769
N 1.3527 0.2458 -2.4306
C 1.8591 1.0594 -1.5082
O 2.9433 0.8150 -0.9833
H 1.9370 -0.5899 -2.6379
H -0.4549 1.2028 -2.9053
H 0.5259 0.6670 -4.2913
H 0.0506 -1.7494 -3.3668
H -1.0128 -2.8588 -1.7488
C -2.5181 -3.8027 -0.0021
O -1.2169 -4.2505 0.2352
H -0.9646 -4.0253 1.1536
H -3.1559 -3.9278 0.8792
H -2.9212 -4.4152 -0.8151
H -3.5803 -2.0190 -0.6652
H -3.5517 -1.7097 1.8326
H -3.2727 0.1842 3.1339
C -1.4676 -0.7604 3.8044
N -0.1385 -1.1232 3.3850
C 0.1507 -2.3123 2.8280
O -0.6777 -3.2007 2.7008
C 1.5966 -2.4451 2.3952
H 1.8186 -3.4960 2.2100
H 2.2352 -2.0850 3.2038
C 1.8439 -1.6006 1.1300
N 3.1434 -0.9409 1.2362
H 4.2770 1.3450 3.1563
H 3.2915 -0.3927 0.3869
H 1.1070 -0.7910 1.1085
C 1.6183 -2.4222 -0.1551
H 1.3090 -1.7392 -0.9434
H 0.7855 -3.0978 0.0362
C 2.8175 -3.2323 -0.6577
H 3.4451 -3.5538 0.1762
H 2.4475 -4.1397 -1.1408
C 3.6855 -2.4806 -1.6708
N 2.9094 -2.1069 -2.8574
H 3.5396 -1.7435 -3.5664
H 2.4649 -2.9335 -3.2487
H 4.5450 -3.1175 -1.9268
H 4.0701 -1.5492 -1.2494
H 0.5214 -0.3644 3.3053
H -1.3871 -0.0213 4.6033
H -1.9521 -1.6635 4.1864
H -3.5301 1.0354 1.0423
H -0.4336 0.9824 -0.3054
H 0.9196 2.9499 -1.9873
H 1.2615 1.7068 1.4134
H 3.1741 0.3321 2.2872
*
```

Properties
**ΔE to the lowest compared entry with this formula, charge and spin**: 17.89 kcal/mol
**Orbital gap**: 8.9 eV

9.
Molecular formula: C22H43CeN2P3S
Method: DFT, ωB97M-V/def2-TZVPD

```
! wB97M-V def2-TZVPD RIJCOSX def2/J DEFGRID3
* xyz 3 2
Ce -1.3064 -0.4370 -0.9152
P 1.5413 0.6484 0.3913
P -2.2350 2.0207 -0.1686
P 0.5750 1.2883 -2.7243
H 0.9683 -5.0349 -0.4194
C 1.7191 -4.4195 -0.9545
C 2.4575 -3.4771 -0.3490
H 2.1392 -3.0890 0.6271
C 1.9918 -0.0130 2.0398
C 1.5270 2.4379 0.9020
C 3.2364 0.6030 -0.3187
C -3.7682 1.4395 -0.9993
C -2.7310 2.2269 1.5728
C -1.8421 3.6701 -0.7941
C 1.8285 0.4122 -3.7331
C 1.3805 2.9165 -2.6953
C -0.7307 1.6830 -3.9641
H 1.8326 -4.6294 -2.0509
H 3.3468 -3.0159 -0.7867
H 1.8940 -1.0975 2.0390
H 1.3332 0.4022 2.8000
H 3.0227 0.2613 2.2639
H 0.6703 2.6135 1.5677
H 1.4631 3.1162 0.0366
H 2.4629 2.6252 1.4575
H 3.4753 -0.4305 -0.5858
H 3.9348 0.9389 0.4580
H 3.3473 1.2388 -1.2017
H -4.4570 2.2918 -0.9444
H -4.2508 0.5678 -0.5232
H -3.6238 1.1805 -2.0650
H -3.5888 2.9095 1.6335
H -1.8920 2.6177 2.1706
H -3.0045 1.2548 2.0174
H -2.6880 4.3294 -0.5534
H -1.6664 3.6673 -1.8811
H -0.9217 4.0495 -0.3192
H 1.7900 0.7322 -4.7778
H 1.6648 -0.6648 -3.6888
H 2.8340 0.6119 -3.3554
H 1.5829 3.2510 -3.7260
H 2.3342 2.8556 -2.1605
H 0.7327 3.6514 -2.2041
H -0.2404 1.7544 -4.9462
H -1.2373 2.6347 -3.7474
H -1.4996 0.8971 -3.9990
C -0.9291 -2.4694 -4.6029
C -1.9383 -2.2715 -5.5795
C -1.9737 -3.1060 -6.7016
C -1.0297 -4.1366 -6.8663
C 0.0295 -4.2488 -5.9554
C 0.1072 -3.3999 -4.8523
S -0.9113 -1.6365 -3.1097
H -1.8933 -2.1396 -2.1861
H -2.6490 -1.4418 -5.4740
H -2.7605 -2.9754 -7.4556
H -1.1050 -4.8107 -7.7309
H 0.7950 -5.0266 -6.0744
H 0.9841 -3.4299 -4.1813
N -1.2061 -2.6426 5.2343
C -1.1156 -2.2806 3.9266
C -1.0863 -3.2236 2.8796
C -1.0988 -2.8119 1.5569
N -1.1144 -1.4852 1.2085
C -1.0764 -0.5773 2.2223
C -1.1021 -0.9298 3.5546
H -1.2073 -3.6019 5.5434
H -1.2163 -1.9441 5.9618
H -1.1030 -4.2827 3.0918
H -1.1396 -3.5252 0.7226
H -1.0389 0.4858 1.9517
H -1.1445 -0.1614 4.3198
*
```

Properties
**ΔE to the lowest compared entry with this formula, charge and spin**: 0.00 kcal/mol
**<S²>**: 0.7512
**Orbital gap (spin up / spin down)**: 7.3 / 7.4 eV